Record 1
# C5H6N

An isolated ion of composition C5H6N and charge +1 at a distorted geometry (ωB97M-V with the def2-TZVPD basis set, OMol25).

Summary:
SMILES ... C#[N+]C#CCC
LUMO level ... -5.55 eV
Relative energy (zero: lowest compared OMol25 entry of this formula, charge and spin) ... 109.6 kcal per mole
F_max ... 8.9 eV/Å
Total charge ... +1

Geometry (Å):
1 C -2.77185 -2.82194 -1.99811
2 C -0.78547 -0.73230 0.22716
3 C -1.49664 -1.25930 -0.71954
4 C 0.74351 1.08719 0.03406
5 C 0.07577 0.05179 1.02697
6 N -2.32719 -1.97381 -1.37055
7 H -3.26725 -3.62245 -2.42349
8 H 0.89339 0.63298 -0.90448
9 H 1.68029 1.47201 0.23369
10 H 0.09889 1.94122 -0.29526
11 H -0.39981 0.41595 1.94123
12 H 0.84470 -0.60222 1.49345

Results of the Löwdin charge analysis, in e, for atoms 1 through 6: atom 1 (C): 0.36, atom 2 (C): 0.11, atom 3 (C): 0.02, atom 4 (C): -0.05, atom 5 (C): -0.18, atom 6 (N): 0.11


Record 2
# C6H13N3

A single C6H13N3 molecule at a distorted geometry (ωB97M-V with the def2-TZVPD basis set, OMol25).

Summary:
SMILES ... CC(C)C(N)(N)C=C=N
LUMO level ... 0.90 eV
Relative energy (zero: lowest compared OMol25 entry of this formula, charge and spin) ... 64.0 kcal per mole
F_max ... 3.4 eV/Å

Geometry (Å):
1 C 0.29210 0.17494 -0.82016
2 C 0.67003 1.65434 -0.82487
3 C 1.52358 -0.71418 -0.98451
4 C 0.68611 -0.12330 1.81566
5 C -1.10326 -0.39563 0.24667
6 N -2.17259 0.49266 0.03081
7 N -1.55252 -1.66226 -0.15678
8 C -0.59171 -0.36909 1.63722
9 N 1.82123 -0.10448 2.20680
10 H -0.29999 0.02454 -1.73375
11 H -0.79628 -2.32985 -0.24078
12 H -2.06363 -1.60698 -1.03244
13 H -2.06979 1.35586 0.54895
14 H -3.03832 0.05812 -0.27090
15 H 2.06653 0.70574 2.77733
16 H -1.26734 -0.48663 2.47896
17 H 1.38070 1.90732 -0.03246
18 H -0.20670 2.30448 -0.74007
19 H 1.15380 1.92629 -1.77215
20 H 1.92675 -0.62834 -2.00167
21 H 2.34187 -0.41333 -0.32501
22 H 1.29943 -1.77020 -0.80685

Results of the Löwdin charge analysis, in e, for atoms 1 through 6: atom 1 (C): -0.32, atom 2 (C): -0.10, atom 3 (C): -0.11, atom 4 (C): -0.21, atom 5 (C): -0.59, atom 6 (N): 0.08


Record 3
# C37H43N6ORbS4

C37H43N6ORbS4 as an isolated structure (ωB97M-V with the def2-TZVPD basis set, OMol25).

Summary:
LUMO level ... 3.61 eV
Relative energy (zero: lowest compared OMol25 entry of this formula, charge and spin) ... 0.0 kcal per mole
F_max ... 0.2 eV/Å
Total charge ... -2

Geometry (Å):
1 Rb 0.28219 -0.35178 -0.30150
2 C -1.84589 3.32817 0.10056
3 N -0.89344 2.59121 -0.71832
4 C -1.40272 2.36382 -2.06084
5 C -2.49018 1.28684 -2.07731
6 N -1.98980 -0.01860 -2.47002
7 C -2.96000 -1.05421 -2.12615
8 C -1.47515 -0.14184 -3.79685
9 C -1.74526 0.83308 -4.75651
10 C -1.23066 0.76599 -6.04624
11 C -0.43279 -0.31584 -6.38755
12 C -0.15809 -1.29281 -5.44478
13 C -0.64314 -1.25278 -4.12461
14 S -0.16182 -2.49188 -2.99806
15 C 0.42184 3.15373 -0.63191
16 C 0.95809 3.86275 -1.70779
17 C 2.22939 4.41131 -1.65959
18 C 2.98415 4.25240 -0.50774
19 C 2.45866 3.56201 0.56963
20 C 1.17619 2.99516 0.55627
21 S 0.60074 2.13511 1.97521
22 H -2.04690 4.32388 -0.33291
23 H -1.44679 3.43515 1.10729
24 H -2.79094 2.78660 0.17107
25 H -0.57836 2.03159 -2.69351
26 H -1.79120 3.29685 -2.50881
27 H -3.34894 1.60006 -2.69840
28 H -2.87867 1.16387 -1.06501
29 H -3.93647 -0.84837 -2.59859
30 H -3.08633 -1.08431 -1.04155
31 H -2.58947 -2.02185 -2.45531
32 H -2.36209 1.68316 -4.49338
33 H -1.44768 1.55221 -6.75992
34 H -0.00671 -0.39329 -7.38219
35 H 0.48291 -2.12797 -5.70013
36 H 0.37730 3.98308 -2.61342
37 H 2.62971 4.92270 -2.52555
38 H 3.99279 4.64741 -0.45371
39 H 3.05122 3.41830 1.46479
40 C 2.42248 0.07499 -3.01147
41 N 2.85288 -0.20733 -1.65850
42 C 3.80464 -1.04663 -1.53207
43 C 4.38963 -1.52024 -0.30062
44 C 5.63047 -2.16577 -0.23664
45 C 5.86234 -2.43224 1.11902
46 C 4.74621 -1.92712 1.79059
47 N 3.85284 -1.36530 0.94901
48 C 2.97600 1.36220 -3.58168
49 C 2.28288 1.98989 -4.61649
50 C 2.79458 3.12642 -5.22268
51 C 4.00859 3.65680 -4.80018
52 C 4.69188 3.04726 -3.75872
53 C 4.17651 1.90992 -3.14893
54 H 1.33038 0.13799 -3.03376
55 H 2.67663 -0.74318 -3.70214
56 H 4.27445 -1.47250 -2.43375
57 H 6.26564 -2.40210 -1.07955
58 H 6.71685 -2.92321 1.56216
59 H 4.54766 -1.97030 2.85485
60 H 1.33395 1.57437 -4.94422
61 H 2.24121 3.60370 -6.02366
62 H 4.40802 4.54891 -5.26908
63 H 5.62680 3.46625 -3.40435
64 H 4.69754 1.45140 -2.31808
65 C -3.86885 -0.41978 3.23610
66 S -2.40085 0.21484 2.39562
67 C -1.28916 -0.03443 3.77565
68 O -2.06530 -0.83225 1.37667
69 H -3.66802 -1.43666 3.57317
70 H -4.68544 -0.41751 2.51603
71 H -4.11139 0.22979 4.07776
72 H -1.59155 0.62355 4.59162
73 H -0.29840 0.25392 3.43257
74 H -1.29979 -1.08344 4.07294
75 N 1.44698 -2.44302 2.09158
76 C 1.47394 -2.14702 3.40094
77 S 0.68733 -3.11032 4.54397
78 N 2.14883 -1.00053 3.66803
79 C 2.43638 -0.40785 4.91291
80 C 2.43440 0.98435 4.97571
81 C 2.75976 1.62324 6.16220
82 C 3.08506 0.88872 7.29401
83 C 3.09572 -0.49785 7.22122
84 C 2.78226 -1.15067 6.03909
85 H 1.03025 -3.32859 1.86171
86 H 2.21291 -2.06921 1.49675
87 H 2.42203 -0.45505 2.85282
88 H 2.16079 1.55416 4.09181
89 H 2.74821 2.70596 6.19641
90 H 3.33269 1.39020 8.22206
91 H 3.35946 -1.08494 8.09325
92 H 2.79588 -2.22784 5.98257

Results of the Löwdin charge analysis, in e, for atoms 1 through 6: atom 1 (Rb): 0.61, atom 2 (C): -0.10, atom 3 (N): -0.19, atom 4 (C): -0.20, atom 5 (C): -0.20, atom 6 (N): -0.20


Record 4
# CH9NO4

A 4-piece molecular cluster, CH9NO4 overall at a distorted geometry (ωB97M-V with the def2-TZVPD basis set, OMol25).

Summary:
SMILES ... NC=O.O.O.O
LUMO level ... 0.32 eV
Relative energy (zero: lowest compared OMol25 entry of this formula, charge and spin) ... 22.9 kcal per mole
F_max ... 1.4 eV/Å

Geometry (Å):
1 C 1.45658 1.85972 1.30195
2 N 1.55212 0.76437 0.49696
3 O 1.27346 1.70116 2.49167
4 H 1.69218 2.87580 0.90367
5 H 1.71015 0.71655 -0.49487
6 H 1.20249 -0.02009 1.01606
7 H -2.36591 -1.84210 2.10236
8 H -1.79546 -0.45537 1.75328
9 O -2.29802 -1.19580 1.39241
10 H 0.83521 -0.53249 -3.35345
11 H -0.33978 0.25498 -2.55007
12 O 0.42352 0.30453 -3.13687
13 H -0.85255 -2.21697 -0.79566
14 H -1.56666 -0.96130 -0.22417
15 O -0.92733 -1.25298 -0.90326

Results of the Löwdin charge analysis, in e, for atoms 1 through 6: atom 1 (C): -0.42, atom 2 (N): 0.12, atom 3 (O): -0.02, atom 4 (H): 0.13, atom 5 (H): 0.09, atom 6 (H): 0.09


Record 5
# C6H10

A single C6H10 molecule at a distorted geometry (ωB97M-V with the def2-TZVPD basis set, OMol25).

Summary:
SMILES ... C1C[C@@H]2C[C@@H]2C1
LUMO level ... 1.23 eV
Relative energy (zero: lowest compared OMol25 entry of this formula, charge and spin) ... 61.4 kcal per mole
F_max ... 8.0 eV/Å

Geometry (Å):
1 C -1.55183 0.49288 0.55071
2 C -0.82295 0.75540 -0.63108
3 C 1.03572 0.98375 -0.36502
4 C 1.23367 -0.26540 0.48574
5 C 0.23722 -1.32643 -0.01194
6 C -1.04350 -0.61326 -0.36894
7 H -1.08371 0.65080 1.50878
8 H -2.60678 0.71774 0.53273
9 H -0.51808 1.51345 -1.35505
10 H 1.56731 0.91773 -1.32261
11 H 1.31600 1.91560 0.13989
12 H 1.04320 -0.03365 1.54029
13 H 2.26594 -0.63302 0.43387
14 H 0.07279 -2.11302 0.73553
15 H 0.62766 -1.81356 -0.91578
16 H -1.77265 -1.14901 -0.95711

Results of the Löwdin charge analysis, in e, for atoms 1 through 6: atom 1 (C): -0.09, atom 2 (C): -0.21, atom 3 (C): -0.08, atom 4 (C): -0.24, atom 5 (C): -0.17, atom 6 (C): -0.27


Record 6
# BrClFNO

A 2-piece molecular cluster, BrClFNO overall at a distorted geometry (ωB97M-V with the def2-TZVPD basis set, OMol25).

Summary:
SMILES ... ClBr.O=NF
LUMO level ... -0.86 eV
Relative energy (zero: lowest compared OMol25 entry of this formula, charge and spin) ... 0.3 kcal per mole
F_max ... 1.2 eV/Å

Geometry (Å):
1 N -1.57297 -0.04568 -0.31981
2 O -2.65828 0.08878 -0.61405
3 F -1.45736 -0.75516 0.98615
4 Cl 2.83249 1.38604 0.11291
5 Br 2.85612 -0.67397 -0.16520

The molecule's Löwdin atomic charges, reported in e, are given here: atom 1 (N): 0.03, atom 2 (O): 0.13, atom 3 (F): -0.16, atom 4 (Cl): -0.13, atom 5 (Br): 0.12


Number 1: HOMO -14.91 eV, DFT total energy -248.44104 a.u., HOMO-LUMO gap 9.355 eV. Number 2: HOMO -8.11 eV, DFT total energy -400.59098 a.u., HOMO-LUMO gap 9.014 eV. Number 3: HOMO -1.80 eV, DFT total energy -3456.45269 a.u., HOMO-LUMO gap 5.401 eV. Number 4: HOMO -10.07 eV, DFT total energy -399.21507 a.u., HOMO-LUMO gap 10.391 eV. Number 5: HOMO -8.90 eV, DFT total energy -234.50462 a.u., HOMO-LUMO gap 10.127 eV. Number 6: HOMO -10.46 eV, DFT total energy -3263.94542 a.u., HOMO-LUMO gap 9.601 eV.